Density functional theory data (ωB97M-V/def2-TZVPD) for an isolated molecule of C17H23N3O3 in a non-equilibrium geometry.

CARTESIAN COORDINATES (ANGSTROEM)
O (-0.3383, -2.2694, 0.4828)
O (3.3624, 0.0317, 1.6527)
O (8.5019, -2.9393, 3.9433)
N (2.1199, 0.2095, 1.1604)
N (-0.4395, -0.0108, 0.2665)
N (-3.8869, 1.6407, -1.5936)
C (2.4435, -1.9757, 1.5366)
C (1.5549, -0.9755, 1.0847)
C (7.3192, -2.5037, 3.4463)
C (-5.2498, 1.3101, -1.2418)
C (4.8545, -1.7016, 2.4195)
C (-3.1571, 0.6233, -2.3217)
C (-6.2050, 0.9359, -2.3837)
C (6.3394, -3.4510, 3.1518)
C (-1.7619, 0.0540, -0.3046)
C (5.1226, -3.0539, 2.6451)
C (7.0580, -1.1547, 3.2241)
C (-1.7323, 0.4590, -1.7786)
C (-4.2078, 3.5084, -3.2992)
C (0.1711, -1.1695, 0.5793)
C (3.5771, -1.2792, 1.8861)
C (-3.6125, 3.0073, -1.9755)
C (5.8388, -0.7584, 2.7158)
H (-3.7590, 4.4643, -3.5590)
H (-5.2818, 3.6504, -3.2182)
H (-2.5256, 3.1124, -2.0247)
H (5.6373, 0.2876, 2.5441)
H (9.0914, -2.1923, 4.1051)
H (-2.1990, -0.9411, -0.1967)
H (6.5585, -4.4916, 3.3293)
H (-5.6604, 2.1643, -0.6973)
H (-2.3674, 0.7771, 0.2489)
H (-3.9669, 3.6514, -1.1641)
H (0.0996, 0.8379, 0.3506)
H (-5.8194, 0.0907, -2.9486)
H (4.3715, -3.7937, 2.4196)
H (-3.6764, -0.3280, -2.1935)
H (-6.3567, 1.7643, -3.0684)
H (-1.1803, 1.3949, -1.8825)
H (-4.0063, 2.8063, -4.1048)
H (-1.2132, -0.3048, -2.3597)
H (7.8155, -0.4164, 3.4518)
H (-5.2050, 0.4635, -0.5457)
H (-7.1690, 0.6553, -1.9658)
H (-3.1046, 0.8340, -3.4004)
H (2.2448, -3.0239, 1.5839)

For the largest force on an atom, the calculation gives 1.40 eV/Å. For the lowest unoccupied orbital energy, the calculation gives 0.0184 hartree. The HOMO energy is -8.070 eV. As for the orbital gap: 8.571 eV. Its multiplicity is 1. The relative energy (zero: lowest compared OMol25 entry of this formula, charge and spin) is 77.4 kcal/mol. As for the total energy: -28614.196 eV.

Löwdin atomic charge list, values in e, 4 entries: atom 1 (O): 0.073, atom 2 (O): 0.020, atom 3 (O): 0.063, atom 4 (N): 0.108

Density functional theory data (ωB97M-V/def2-TZVPD) for an isolated molecule of C5H10O.

CARTESIAN COORDINATES (ANGSTROEM)
O (-0.0260, -0.6080, -1.3416)
C (-1.2400, -1.1471, -1.3687)
C (-0.4137, 0.8078, 0.5629)
C (0.4444, 0.2785, -0.5312)
C (-0.6489, -0.3062, 1.5916)
C (1.9129, 0.5218, -0.6000)
H (0.0696, 1.6819, 1.0134)
H (-1.4005, -1.7451, -2.2475)
H (-1.3808, 1.1494, 0.1627)
H (-2.0657, -0.6328, -0.9045)
H (-1.4194, -0.0288, 2.3104)
H (2.3426, 0.0256, -1.4727)
H (2.4267, 0.1404, 0.2952)
H (2.1338, 1.5940, -0.6594)
H (0.2764, -0.5232, 2.1385)
H (-1.0114, -1.2084, 1.0509)

For the largest force on an atom, the calculation gives 0.76 eV/Å. For the lowest unoccupied orbital energy (spin up / spin down), the calculation gives 0.0390 / 0.0377 hartree. The HOMO energy (spin up / spin down) is -7.073 / -6.625 eV. As for the orbital gap (spin up / spin down): 8.135 / 7.651 eV. Its multiplicity is 1. The relative energy (zero: lowest compared OMol25 entry of this formula, charge and spin) is 77.7 kcal/mol. As for the total energy: -7391.398 eV.

Löwdin atomic charge list, values in e, 4 entries: atom 1 (O): -0.052, atom 2 (C): -0.056, atom 3 (C): -0.202, atom 4 (C): -0.361

Density functional theory data (ωB97M-V/def2-TZVPD) for C2H3O2Y as an isolated structure in a non-equilibrium geometry.

CARTESIAN COORDINATES (ANGSTROEM)
Y (1.3347, 2.4098, -0.4015)
O (0.1761, 0.2721, 0.4378)
O (-1.4682, 1.6629, 0.1495)
C (-1.1343, 0.5680, 0.4832)
C (0.3861, -1.1027, 0.0113)
H (-0.8675, -1.2367, 0.3352)
H (0.0972, -1.3900, -1.0013)
H (1.4759, -1.1832, -0.0143)

For the largest force on an atom, the calculation gives 4.19 eV/Å. For the lowest unoccupied orbital energy (spin up / spin down), the calculation gives -0.6681 / -0.6686 hartree. The HOMO energy (spin up / spin down) is -23.816 / -24.077 eV. As for the orbital gap (spin up / spin down): 5.635 / 5.884 eV. Its multiplicity is 2. Its charge is +3. The relative energy (zero: lowest compared OMol25 entry of this formula, charge and spin) is 104.6 kcal/mol. As for the total energy: -7216.935 eV.

Löwdin atomic charge list, values in e, 4 entries: atom 1 (Y): 2.604, atom 2 (O): -0.233, atom 3 (O): 0.177, atom 4 (C): -0.130

Density functional theory data (ωB97M-V/def2-TZVPD) for an isolated molecule of C5H9O2P in a non-equilibrium geometry.

CARTESIAN COORDINATES (ANGSTROEM)
P (-3.0415, 0.6326, 0.5604)
O (-1.8651, -1.6114, -0.7098)
O (0.2306, -1.2848, -0.1515)
C (1.8052, 0.4487, -0.8117)
C (2.0774, -1.1273, 1.1628)
C (1.4481, -0.6033, 0.1970)
C (-1.2685, 0.6482, 0.0026)
C (-1.0339, -0.8086, -0.2797)
H (-1.0544, 1.2911, -0.8303)
H (1.4420, -0.0484, -1.6286)
H (3.0652, -0.9335, 1.5876)
H (1.4546, 1.5198, -0.6524)
H (2.9565, 0.5237, -0.8928)
H (-3.6470, 0.1031, -0.6425)
H (-0.7622, 0.9866, 0.8473)
H (-3.3399, 1.9594, 0.3948)
H (1.5329, -1.6960, 1.8469)

For the largest force on an atom, the calculation gives 4.41 eV/Å. For the lowest unoccupied orbital energy, the calculation gives 0.0246 hartree. The HOMO energy is -9.421 eV. As for the orbital gap: 10.090 eV. Its multiplicity is 1. The relative energy (zero: lowest compared OMol25 entry of this formula, charge and spin) is 57.5 kcal/mol. As for the total energy: -18712.394 eV.

Löwdin atomic charge list, values in e, 4 entries: atom 1 (P): 0.828, atom 2 (O): 0.044, atom 3 (O): 0.023, atom 4 (C): -0.023

Density functional theory data (ωB97M-V/def2-TZVPD) for C23H17BrIN5O6S2Ti as an isolated structure in a non-equilibrium geometry.

CARTESIAN COORDINATES (ANGSTROEM)
I (-1.6653, -1.5878, 3.5297)
Br (1.7859, -0.0479, 3.8683)
Ti (0.8137, -0.1510, 1.2013)
S (2.6328, -1.4085, -2.1117)
S (3.3604, 1.6753, -0.1592)
O (3.2796, 3.1091, 0.0409)
O (1.5978, -2.4259, -2.4119)
O (2.5223, 0.9731, 0.8587)
O (3.5036, -1.1651, -3.2442)
O (4.6823, 1.1211, -0.2572)
O (3.2692, -1.6285, -0.8354)
N (-0.8802, -3.2009, -1.2228)
N (1.8833, -4.0088, 0.1754)
N (1.4145, -2.3165, 1.5030)
N (-0.9580, -1.6864, 0.3839)
N (-0.3241, 0.5310, -1.7507)
C (0.5333, 0.2744, -2.9117)
C (1.6882, 0.1411, -1.8912)
C (-4.4455, 2.2253, 2.4656)
C (2.5108, 1.3865, -1.7252)
C (-2.0486, -2.4834, -1.3994)
C (1.0151, -3.0184, 0.4682)
C (-4.9866, 1.0924, 2.9852)
C (-2.8334, 0.0147, 2.8975)
C (0.5957, 0.1620, -0.7822)
C (2.4181, 2.3963, -2.5897)
C (-2.5320, 3.4952, 1.6229)
C (-1.2119, 3.5546, 1.2789)
C (2.6130, -2.8522, 1.8927)
C (-2.0937, -1.5825, -0.3745)
C (-0.8642, 1.1737, 1.7865)
C (-0.4096, 2.4020, 1.3414)
C (-0.2603, -2.6636, -0.1427)
C (0.6719, 1.3458, -3.9497)
C (-4.1601, -0.0251, 3.2309)
C (-3.0710, 2.2901, 2.1148)
C (1.5820, 2.3084, -3.7921)
C (2.9259, -3.8912, 1.0704)
C (-2.2200, 1.1452, 2.2575)
H (3.1668, -2.4227, 2.7099)
H (1.9401, -4.4305, -0.7367)
H (0.3185, -0.6992, -3.3576)
H (1.6948, 3.0748, -4.5519)
H (3.8012, -4.5115, 1.0055)
H (-2.8611, -0.8619, -0.1362)
H (-0.3388, -3.6176, -1.9656)
H (-0.7853, 4.4842, 0.9154)
H (0.6091, 2.5038, 0.9733)
H (-6.0387, 1.0546, 3.2460)
H (-4.5628, -0.9052, 3.7133)
H (-3.1773, 4.3635, 1.5306)
H (2.9157, 3.3265, -2.3483)
H (-2.7228, -2.6896, -2.2120)
H (0.0601, 1.3028, -4.8447)
H (-5.0617, 3.1068, 2.3173)
H (-1.2926, 0.2480, -1.6808)

For the largest force on an atom, the calculation gives 1.13 eV/Å. For the lowest unoccupied orbital energy (spin up / spin down), the calculation gives 0.1498 / 0.1499 hartree. The HOMO energy (spin up / spin down) is -0.214 / -0.454 eV. As for the orbital gap (spin up / spin down): 4.290 / 4.532 eV. Its multiplicity is 1. Its charge is -2. The relative energy (zero: lowest compared OMol25 entry of this formula, charge and spin) is 44.3 kcal/mol. As for the total energy: -166792.903 eV.

Löwdin atomic charge list, values in e, 4 entries: atom 1 (I): 0.941, atom 2 (Br): -0.231, atom 3 (Ti): 0.618, atom 4 (S): 0.465

Density functional theory data (ωB97M-V/def2-TZVPD) for a 2-piece molecular cluster, C4H11OS overall in a non-equilibrium geometry.

CARTESIAN COORDINATES (ANGSTROEM)
S (2.5643, 0.5491, -1.4316)
O (-1.5445, -1.2175, -1.9739)
C (1.5494, 0.5662, 0.0585)
C (-2.4959, -1.0739, 0.2404)
C (-2.2054, -0.4568, -1.1569)
C (2.3584, 0.5486, 1.3615)
H (0.9177, 1.4468, -0.0130)
H (-2.9081, -2.0873, 0.1512)
H (2.6624, 1.8707, -1.6210)
H (2.5490, 1.5093, 1.8343)
H (-1.6618, 0.4930, -0.8640)
H (-3.1385, -0.3923, 0.8148)
H (3.3351, 0.0905, 1.1693)
H (1.9507, -0.1835, 2.0639)
H (-3.2127, -0.1212, -1.5186)
H (0.8653, -0.2773, 0.0572)
H (-1.5853, -1.2645, 0.8281)

For the largest force on an atom, the calculation gives 1.63 eV/Å. For the lowest unoccupied orbital energy, the calculation gives 0.1174 hartree. The HOMO energy is -2.170 eV. As for the orbital gap: 5.366 eV. Its multiplicity is 1. Its charge is -1. The relative energy (zero: lowest compared OMol25 entry of this formula, charge and spin) is 48.2 kcal/mol. As for the total energy: -17208.106 eV.

Löwdin atomic charge list, values in e, 4 entries: atom 1 (S): 0.673, atom 2 (O): -0.339, atom 3 (C): -0.622, atom 4 (C): -0.170